Entry 1:
Here is the molecule C20H16O6 from OMol25. Energies are from the ωB97M-V functional and the def2-TZVPD basis.

XYZ file:
```
42
Properties=species:S:1:pos:R:3:forces:R:3:nbo_charge:R:1
C 4.375061 2.160618 -2.148237 -2.249 -0.536 -0.506 -0.403
C 3.022540 2.002307 -2.226482 2.991 0.429 0.668 -0.148
C 2.035949 2.884234 -1.476336 0.764 -0.602 1.127 -0.131
C 1.639287 3.965665 -2.443574 -0.092 1.143 -1.186 -0.603
C 2.696282 3.606085 -0.233672 -1.082 -0.597 -0.547 -0.601
C 0.901488 1.920605 -1.034871 -0.408 0.629 0.083 -0.083
C -0.416864 2.158660 -1.480852 0.614 -1.482 0.941 -0.197
C -1.430524 1.270289 -1.142157 -0.229 -0.112 -0.027 0.208
O -2.703112 1.512710 -1.581223 -0.397 -0.736 0.219 -0.668
C -1.164715 0.131159 -0.392560 0.673 0.057 0.242 0.324
O -2.214864 -0.733760 -0.233067 -0.045 -1.090 0.854 -0.483
C -2.049276 -1.820998 0.624189 -1.258 -0.401 -0.147 0.338
C -3.187562 -2.643496 0.882835 -0.722 0.623 -0.551 0.230
O -4.361410 -2.424097 0.185043 0.834 0.312 0.371 -0.658
C -3.083680 -3.639428 1.855637 -0.048 0.659 -0.499 0.231
O -4.100645 -4.407482 2.386332 -0.205 0.324 -1.099 -0.424
C -3.507463 -5.230371 3.285674 2.207 -0.792 0.982 0.120
C -2.167558 -4.973527 3.377308 -0.532 -0.942 0.869 -0.292
C -1.870611 -3.932748 2.452727 0.451 0.625 0.389 -0.112
C -0.751323 -3.155861 2.183627 1.200 -0.533 0.135 -0.137
C -0.834052 -2.128298 1.249821 -1.057 -0.325 0.310 -0.235
C 0.326912 -1.324956 0.973757 -0.019 1.791 -0.969 0.558
O 1.417845 -1.594449 1.436141 1.149 -0.475 0.443 -0.592
C 0.120751 -0.114616 0.138422 -1.527 -0.267 -0.500 -0.306
C 1.139305 0.782338 -0.208523 0.664 0.039 -0.330 0.425
O 2.379261 0.431723 0.204464 -0.016 0.686 -0.195 -0.685
H 5.035993 1.483750 -2.682650 -0.046 0.199 0.072 0.201
H 4.799412 2.956353 -1.563112 0.245 0.068 0.147 0.190
H 2.656970 1.174471 -2.817401 -0.351 0.025 -0.092 0.204
H 0.920789 4.708577 -2.085652 -0.231 -0.337 0.263 0.212
H 2.514657 4.594020 -2.742208 -0.373 -0.773 0.371 0.224
H 1.266353 3.539724 -3.379080 -0.159 0.056 0.027 0.212
H 3.387771 4.372777 -0.539667 0.057 0.449 -0.266 0.205
H 3.253675 2.922472 0.357475 0.433 -0.837 0.511 0.227
H 1.924966 4.024220 0.423829 0.053 0.122 -0.337 0.214
H -0.704709 2.946224 -2.147448 0.203 0.478 -0.077 0.235
H -3.247687 0.757452 -1.269953 0.217 0.661 -0.344 0.493
H -5.080571 -2.921643 0.587278 0.037 -0.106 0.089 0.493
H -4.012758 -6.060709 3.809890 -0.326 1.064 -0.667 0.222
H -1.452358 -5.443293 4.057063 -0.457 0.062 -0.350 0.238
H 0.249960 -3.336505 2.653309 -1.180 0.131 -0.450 0.250
H 2.276516 -0.420194 0.703906 0.218 0.307 0.024 0.506
```
Forces are in eV/Å.

Properties
- Total charge: 0
- Strongest force on any atom: 3.1 eV Å⁻¹
- Energy: -1223.1421 Ha
- Molar mass: 352.34 g/mol
- HOMO level: -7.74 eV
- ΔE to the lowest compared entry with this formula, charge and spin: 0.0 kcal per mole
- SMILES string: C=CC(C)(C)c1cc(O)c2oc3c(O)c4occc4cc3c(=O)c2c1O

=====

Entry 2:
Here is a structure of composition C36H38N8O5S4Ti from OMol25. Energies are from the ωB97M-V functional and the def2-TZVPD basis.

XYZ file:
```
92
Properties=species:S:1:pos:R:3:forces:R:3:lowdin_charge:R:1
Ti 0.340810 0.321518 -0.341996 0.125 0.534 -0.926 0.803
C 4.941285 3.900176 2.928736 0.093 -0.052 -0.035 -0.048
O 4.231070 4.256500 4.107856 -0.157 0.087 -0.124 -0.066
C 3.389578 3.399285 4.735773 0.017 -0.020 0.081 -0.214
C 3.189626 3.712599 6.083679 0.002 -0.015 0.006 -0.002
C 2.374552 2.953161 6.894179 0.026 0.023 -0.004 -0.077
C 1.757011 1.820206 6.379843 -0.041 -0.031 -0.015 -0.081
C 1.945084 1.499672 5.051939 0.071 -0.059 0.072 -0.034
C 2.718003 2.292718 4.195894 -0.023 0.016 0.008 -0.153
N 2.764749 1.941076 2.816263 -0.022 0.122 -0.038 0.164
C 1.680671 1.684885 2.024365 0.069 0.056 0.143 -0.326
N 0.488026 2.002013 2.546286 0.056 0.144 0.006 0.172
C -0.828374 1.758673 2.098933 -0.067 -0.148 -0.016 -0.168
C -1.167973 0.933928 1.023199 -0.343 0.133 0.536 -0.139
C -2.547081 0.763559 0.832214 0.026 -0.029 -0.022 -0.145
C -3.513593 1.379896 1.611824 -0.058 -0.023 -0.049 -0.092
C -3.139004 2.216174 2.651158 0.012 0.021 0.013 -0.014
C -1.794099 2.393417 2.894082 0.005 0.009 -0.044 -0.249
O -1.356519 3.183699 3.944674 -0.016 -0.037 -0.009 -0.129
C -1.315706 4.571464 3.616793 -0.003 0.071 0.035 -0.058
N 1.829247 1.175464 0.821104 0.479 0.201 0.446 0.012
C 3.187367 0.948665 0.408168 0.163 -0.013 0.123 -0.269
C 3.732849 -0.326038 0.562184 -0.051 0.071 -0.036 -0.070
C 5.021885 -0.617012 0.163158 -0.006 -0.069 -0.002 -0.081
C 5.800853 0.384792 -0.397628 0.025 0.019 -0.018 -0.071
C 5.293865 1.664258 -0.517587 0.021 0.001 -0.029 0.008
C 3.998663 1.970041 -0.105781 -0.102 0.027 0.061 -0.243
O 3.682994 3.296615 -0.108864 0.101 -0.046 0.053 -0.104
C 2.405546 3.768246 -0.540096 -0.070 0.082 -0.012 -0.060
H 5.706305 4.663889 2.811473 0.006 -0.020 0.015 0.100
H 4.310799 3.902143 2.043441 -0.042 -0.002 -0.034 0.072
H 5.439727 2.931794 3.043527 -0.036 -0.005 0.028 0.106
H 3.704582 4.585218 6.462864 0.006 -0.008 0.005 0.123
H 2.235931 3.232529 7.930119 0.005 -0.001 0.000 0.107
H 1.136699 1.193715 7.005744 0.002 -0.002 -0.005 0.105
H 1.476263 0.613831 4.642279 -0.004 0.019 -0.051 0.119
H 3.654103 1.825052 2.359441 0.031 -0.094 0.037 0.119
H 0.502803 2.489872 3.431496 0.036 -0.025 0.036 0.126
H -2.902080 0.098722 0.056810 -0.014 0.023 0.019 0.067
H -4.563443 1.202371 1.412267 0.006 -0.006 -0.005 0.108
H -3.870310 2.717185 3.272399 0.029 -0.001 0.033 0.121
H -2.320468 4.959360 3.435567 0.000 -0.027 -0.006 0.091
H -0.702767 4.747069 2.727559 0.007 -0.024 0.010 0.094
H -0.877462 5.081853 4.471878 -0.004 0.007 -0.013 0.092
H 3.102008 -1.092561 0.992211 -0.016 -0.013 -0.004 0.106
H 5.408092 -1.621487 0.272875 0.010 0.008 0.002 0.105
H 6.804652 0.171993 -0.740808 0.004 0.002 0.012 0.106
H 5.889030 2.466847 -0.933010 -0.011 0.006 0.004 0.124
H 2.571238 4.446235 -1.377280 -0.002 0.012 0.018 0.095
H 1.938375 4.316414 0.282417 0.020 -0.015 0.000 0.094
H 1.750276 2.964921 -0.849391 0.052 -0.036 0.004 0.013
C 0.445937 -2.964140 2.836652 0.033 0.129 -0.008 0.015
C 0.464330 -2.509290 1.402788 0.060 -0.298 0.089 -0.519
O 0.652352 -1.324086 1.097285 0.169 -0.204 -0.058 -0.065
N 0.339858 -3.467242 0.485701 0.000 0.038 -0.112 0.098
C 0.435158 -3.199111 -0.941079 -0.109 0.198 0.031 -0.116
C -0.774888 -2.513223 -1.532875 0.050 -0.123 0.013 -0.252
C -1.649183 -3.263996 -2.297649 0.042 0.044 0.004 -0.009
C -2.714942 -2.650819 -2.937492 0.001 0.041 0.025 -0.029
C -2.870908 -1.289247 -2.786134 -0.050 -0.033 -0.022 -0.017
C -1.977253 -0.603546 -1.984090 0.075 -0.141 -0.016 -0.141
N -0.943439 -1.185656 -1.356884 -0.538 -0.170 -0.155 0.026
H 0.378373 -2.101618 3.494260 -0.025 0.004 -0.024 0.087
H 1.367344 -3.508328 3.051142 0.014 0.032 0.011 0.095
H -0.400226 -3.626044 3.010081 -0.026 -0.008 0.007 0.066
H 0.086574 -4.392735 0.784345 -0.023 0.016 0.090 0.150
H 0.591047 -4.144521 -1.453921 0.007 -0.012 0.008 0.133
H 1.309366 -2.580935 -1.126479 0.067 -0.067 -0.046 0.038
H -1.467963 -4.323517 -2.416541 0.016 0.006 -0.013 0.119
H -3.392468 -3.227110 -3.553338 0.005 0.006 -0.015 0.115
H -3.654615 -0.742560 -3.289997 -0.005 0.004 0.018 0.121
H -2.072158 0.460028 -1.858399 -0.007 0.040 -0.036 0.080
S 1.953731 -0.543174 -2.132736 0.330 -0.198 0.309 0.727
C 1.903194 0.246547 -3.661377 -0.105 -0.032 -0.072 -1.003
S 1.947824 1.984378 -3.761769 -0.216 0.163 0.057 0.658
C 1.912034 -0.509808 -4.810346 -0.099 0.215 0.334 -0.366
C 1.928083 0.064749 -6.113075 -0.061 0.124 -0.205 -0.246
N 1.919784 0.506891 -7.175693 0.060 -0.046 0.034 0.159
C 1.842617 -1.930290 -4.714872 0.010 -0.268 0.040 -0.254
N 1.765632 -3.074990 -4.607039 -0.024 0.050 -0.038 0.153
C -3.907588 -4.179323 2.065291 0.176 0.235 -0.067 -0.407
S -2.872490 -2.765147 1.608499 -0.179 0.029 0.063 0.763
C -3.110053 -1.756400 3.090692 0.051 -0.206 -0.140 -0.389
H -3.508109 -4.679020 2.947025 -0.049 -0.040 0.004 0.033
H -3.899338 -4.865367 1.220767 -0.046 -0.046 0.027 0.027
H -4.927192 -3.847797 2.253080 -0.031 -0.060 -0.001 0.035
H -4.157906 -1.475450 3.181444 0.013 0.054 0.060 0.041
H -2.505851 -0.860328 2.967991 -0.002 0.027 0.038 0.012
H -2.788809 -2.306844 3.975348 -0.015 0.034 0.031 0.038
O -1.025970 1.572247 -3.624620 -0.036 0.103 -0.004 -0.530
S -0.106300 2.371770 -2.805309 0.109 0.211 -0.584 0.614
N 0.068062 1.700321 -1.393719 -0.058 -0.725 0.015 -0.520
```
Forces are in eV/Å.

Properties
- Total charge: 0
- Strongest force on any atom: 1.1 eV Å⁻¹
- Energy: -4651.1249 Ha
- Molar mass: 838.89 g/mol
- HOMO level: -7.47 eV
- ΔE to the lowest compared entry with this formula, charge and spin: 16.6 kcal per mole

=====

Entry 3:
Here is a cluster of 2 separate species, C4H12 in total from OMol25. Energies are from the ωB97M-V functional and the def2-TZVPD basis.

XYZ file:
```
16
Properties=species:S:1:pos:R:3:forces:R:3:nbo_charge:R:1
C -0.321596 -0.730219 -1.998076 -0.338 -1.105 1.057 -0.612
C 0.461526 -1.911947 -1.373642 -0.916 -0.560 0.296 -0.619
H -1.157711 -0.519803 -1.326958 -0.120 0.233 -0.315 0.203
H 0.203166 0.202824 -2.156109 0.415 -0.080 -0.148 0.208
H -0.690597 -1.155874 -2.927543 -0.322 0.612 -0.199 0.204
H -0.191522 -2.591392 -0.795672 -0.393 0.465 -0.326 0.201
H 0.749346 -2.564900 -2.195319 1.030 0.095 0.242 0.205
H 1.196889 -1.704336 -0.601516 0.646 0.355 -0.588 0.209
C -0.495908 0.760631 1.729325 -0.735 0.042 0.940 -0.619
C 0.407010 1.970758 1.593403 1.102 0.538 -0.130 -0.619
H -0.872535 0.571523 2.742878 0.030 0.673 0.090 0.204
H -1.396474 0.898110 1.134574 0.110 -0.459 -0.368 0.208
H 0.006672 -0.192906 1.568483 0.105 0.168 -0.788 0.209
H 1.059730 1.865412 0.722104 0.119 -0.223 0.104 0.203
H 1.052243 2.133124 2.460093 0.098 -0.335 -0.019 0.204
H -0.010240 2.968995 1.423977 -0.832 -0.421 0.152 0.209
```
Forces are in eV/Å.

Properties
- Total charge: 0
- Strongest force on any atom: 1.6 eV Å⁻¹
- Energy: -159.5647 Ha
- Molar mass: 60.14 g/mol
- HOMO level: -11.42 eV
- ΔE to the lowest compared entry with this formula, charge and spin: 12.7 kcal per mole
- SMILES string: CC.CC